A structure of composition C17H20N5OPW at a distorted geometry, computed with ωB97M-V with the def2-TZVPD basis set.

XYZ file:
```
45
Properties=species:S:1:pos:R:3:forces:R:3:lowdin_charge:R:1
W -0.673 -0.036 -1.029 -0.4134 -0.9583 0.1082 1.737
N -0.183 4.316 -0.618 -0.0628 0.0245 0.0742 0.210
C 0.065 3.074 -0.937 -0.0132 0.1031 -0.0294 -0.050
N -0.742 2.062 -0.571 -0.1069 -0.3922 -0.0908 -0.037
C -1.824 2.378 0.270 0.0659 -0.1462 0.0747 -0.206
N -2.488 1.335 0.809 -0.0442 -0.0985 -0.0823 0.194
N -1.813 0.246 0.571 -0.0197 0.0570 -0.0789 -0.184
C -2.223 -1.029 0.355 0.0893 0.0335 0.3188 -0.030
C -1.172 -2.041 0.599 0.0914 0.2055 0.0485 -0.251
C -1.307 -3.288 1.144 0.0118 -0.2211 0.0745 0.073
C -0.135 -4.021 1.355 -0.0252 0.0004 0.0115 0.079
C 1.104 -3.495 0.989 0.0246 -0.0706 0.0270 0.043
C 1.175 -2.257 0.390 -0.0273 0.0360 0.0328 -0.028
N 0.042 -1.548 0.191 -0.2069 0.3360 -0.3685 -0.082
C -2.178 3.692 0.568 -0.0408 0.1322 0.0532 -0.048
C -3.317 4.032 1.341 0.0049 -0.0687 0.0074 0.065
C -3.563 5.348 1.610 0.0389 0.1953 -0.0130 0.045
C -2.696 6.354 1.123 -0.0706 -0.0384 0.0384 0.091
C -1.561 6.049 0.372 0.0124 0.1500 0.0211 0.066
C -1.313 4.728 0.102 0.0997 -0.1128 -0.0761 -0.108
H 0.495 5.026 -0.894 -0.0297 0.0128 -0.0312 0.211
H 0.963 2.871 -1.506 0.0193 -0.0028 -0.0214 0.163
H -3.275 -1.286 0.280 -0.0403 0.0378 -0.1708 0.173
H -2.278 -3.669 1.439 0.0107 -0.0066 0.0044 0.158
H -0.192 -4.995 1.826 0.0128 -0.0147 -0.0061 0.157
H 2.017 -4.050 1.162 -0.0003 -0.0120 0.0182 0.151
H 2.112 -1.815 0.080 0.0207 0.0265 -0.0246 0.143
H -3.977 3.254 1.702 0.0239 -0.0151 -0.0133 0.144
H -4.426 5.629 2.200 -0.0085 0.0369 -0.0100 0.151
H -2.917 7.393 1.340 0.0076 -0.0074 0.0151 0.156
H -0.901 6.834 0.023 -0.0246 0.0126 0.0171 0.153
C -0.380 -2.161 -4.940 0.0024 -0.1624 0.0797 -0.112
P -0.546 -0.671 -4.026 0.0657 0.1120 0.1289 0.733
C -1.357 0.612 -4.934 -0.0948 -0.0836 -0.1270 -0.124
C 1.035 -0.039 -3.355 0.0104 -0.0702 -0.3755 -0.128
O -1.347 -0.914 -2.649 0.2820 0.8923 0.3454 -0.473
H 0.158 -1.962 -5.874 -0.0055 0.0208 0.0249 0.110
H -1.385 -2.523 -5.182 0.0211 -0.0385 -0.0353 0.104
H 0.156 -2.913 -4.358 -0.0068 -0.0441 -0.0561 0.092
H -0.708 0.975 -5.738 0.0061 -0.0314 0.0113 0.104
H -1.616 1.434 -4.267 -0.0067 0.0899 -0.0386 0.071
H -2.269 0.212 -5.386 -0.0194 0.0287 0.0172 0.101
H 1.870 -0.690 -3.626 0.0371 -0.0124 0.0361 0.102
H 1.081 -0.036 -2.238 0.2932 0.0261 0.0304 -0.004
H 1.260 0.964 -3.717 0.0158 0.0380 0.0300 0.085
```
Forces are in eV/Å.

Summary:
Spin multiplicity   3
ΔE to the lowest compared entry with this formula, charge and spin   16.3 kcal per mole
HOMO (spin up / spin down)   -21.30 / -21.41 eV
Gap between HOMO and LUMO (spin up / spin down)   7.352 / 5.794 eV
Lowest unoccupied orbital energy (spin up / spin down)   -13.9 / -15.6 eV
Charge   +4